(1)
Formula: C19H25AsBrF6N2O3Pt
Source: OMol25
Level of theory: wB97M-V/def2-TZVPD

Summary:
Spin multiplicity: 2
Gap between HOMO and LUMO (alpha / beta): 5.31 / 4.78 eV
ΔE to the lowest compared entry with this formula, charge and spin: 177.3 kJ/mol
Charge: +2

XYZ file:
```
58
C19H25AsBrF6N2O3Pt | OMol25 | wB97M-V/def2-TZVPD
Pt -0.60510 1.75220 -0.19937
N 4.40179 0.25841 -1.34344
C 3.40284 0.81307 -2.33373
C 1.96611 0.67755 -1.82842
N 1.50946 1.81784 -1.03429
H 5.36058 0.48874 -1.61827
H 4.33511 -0.76074 -1.29311
H 4.24563 0.61904 -0.39037
H 3.54840 0.27239 -3.26644
H 3.66402 1.85717 -2.49976
H 1.84893 -0.23791 -1.24012
H 1.31107 0.59625 -2.69496
H 1.37738 2.64250 -1.61929
H 2.14691 2.07305 -0.28403
C -1.60963 -5.23053 0.55456
C -2.11290 -3.83827 0.48744
C -2.90033 -3.30850 1.55771
C -3.36131 -2.01397 1.56791
C -4.18769 -1.53559 2.73404
C -2.98803 -1.18413 0.48399
C -3.26620 0.24823 0.63122
O -2.76733 1.15996 -0.01896
C -2.30739 -1.74523 -0.68667
C -2.19089 -0.98657 -1.96199
C -1.86664 -3.04290 -0.62734
H -2.01436 -5.77998 1.40004
H -0.51863 -5.20825 0.64601
H -1.83421 -5.76445 -0.37084
H -3.13505 -3.95722 2.39250
H -4.48632 -2.38215 3.34705
H -5.09407 -1.02634 2.40879
H -3.62388 -0.85195 3.37088
H -3.93956 0.51716 1.45150
H -3.13759 -0.52021 -2.23934
H -1.86994 -1.64616 -2.76494
H -1.46930 -0.17473 -1.87202
H -1.35452 -3.47064 -1.47970
Br -0.18798 2.53627 2.25851
C 1.52493 1.68505 2.19976
C 2.61845 2.46159 2.54775
C 3.88502 1.89463 2.51153
C 4.03592 0.56106 2.14555
C 2.91989 -0.20121 1.81790
C 1.63843 0.35120 1.82432
C 0.49544 -0.59010 1.46819
O 0.52890 -1.72320 1.88721
O -0.45358 -0.15565 0.68145
H 2.48310 3.48784 2.86104
H 4.74212 2.48772 2.80093
H 5.01837 0.10336 2.17019
H 3.00666 -1.26149 1.60711
F -0.83421 2.17110 -2.50820
As -1.29720 3.97521 -2.66639
F -2.25390 3.55698 -3.99143
F 0.14844 4.11861 -3.57181
F -1.65304 5.62081 -2.69060
F -0.28784 4.19431 -1.18622
F -2.55527 3.59880 -1.53299
```

(2)
Formula: C19H25BBr3CaCl2FKMgN3O11
Source: OMol25
Level of theory: wB97M-V/def2-TZVPD

Summary:
Spin multiplicity: 1
Gap between HOMO and LUMO: 1.16 eV
Charge: +2

XYZ file:
```
68
C19H25BBr3CaCl2FKMgN3O11 | OMol25 | wB97M-V/def2-TZVPD
C 4.55935 -1.52245 -3.77931
N 4.46909 -2.44933 -2.64735
C 5.67448 -3.25198 -2.51591
C 6.96946 -2.44241 -2.37245
O 7.89754 -2.75994 -3.44886
C 9.08064 -2.05310 -3.35699
C 9.10198 -0.56186 -3.15970
O 10.12731 -2.63030 -3.44322
H 5.33219 -0.75886 -3.66971
H 4.70389 -2.01351 -4.75223
H 3.61766 -0.96644 -3.84866
H 5.83077 -3.98672 -3.32226
H 5.57037 -3.82388 -1.59920
H 7.48246 -2.69013 -1.40540
H 6.73105 -1.38257 -2.34358
H 9.91857 -0.16047 -3.74548
H 9.18405 -0.31367 -2.10238
H 8.16955 -0.11285 -3.49825
C 6.07600 -4.05361 1.76134
Cl 6.20082 -5.16793 0.37889
Cl 7.07954 -2.61334 1.53150
H 5.04437 -3.74409 1.87007
H 6.41644 -4.57278 2.64869
K 8.79886 -3.50415 -1.10030
Ca 2.54045 -3.42875 -2.64192
C -1.11495 -1.41121 -1.34859
Br 0.18076 -1.90034 -0.02271
Br -1.36604 0.46518 -1.48415
Br -0.55590 -2.13820 -3.05770
H -2.04257 -1.88727 -1.06784
C 11.42159 -7.47724 -3.04348
O 11.93734 -6.20791 -2.64418
H 11.80230 -8.21732 -2.34575
H 10.32736 -7.49153 -3.01325
H 11.75322 -7.73678 -4.05024
H 11.61190 -5.55250 -3.26885
N -5.98109 3.80718 -2.34056
C -6.83065 3.69434 -1.32526
C -6.67639 2.74301 -0.31375
C -5.60595 1.86425 -0.36758
C -4.71133 1.95195 -1.42933
C -4.94174 2.95047 -2.36322
H -7.66020 4.39017 -1.31285
H -7.39140 2.70153 0.49788
H -5.47317 1.11644 0.40271
H -3.86409 1.27767 -1.51436
H -4.24413 3.08897 -3.20161
C -4.95718 5.39855 2.31023
C -6.39973 5.23522 2.23907
N -7.53608 5.10629 2.17631
H -4.70857 6.45394 2.40090
H -4.57863 4.86619 3.18164
H -4.48981 4.99918 1.41084
F 1.22413 0.46163 -0.90708
B -9.97526 3.54921 6.22681
O -9.37240 4.70633 6.90675
C -8.14943 4.90806 6.44982
O -7.38657 5.75933 6.78098
C -7.87475 3.80936 5.36983
O -6.87149 3.68024 4.73604
O -8.95252 3.05878 5.28208
O -10.36241 2.49659 7.18602
C -11.65265 2.25145 7.09437
O -12.28371 1.46406 7.71858
C -12.22703 3.21237 5.97014
O -13.35866 3.26217 5.61455
O -11.21593 3.92237 5.51800
Mg -6.02305 2.33291 -4.48856
```

(3)
Formula: C19H25BCoN5O2SSe
Source: OMol25
Level of theory: wB97M-V/def2-TZVPD

Summary:
Spin multiplicity: 4
Gap between HOMO and LUMO (alpha / beta): 4.94 / 6.72 eV
ΔE to the lowest compared entry with this formula, charge and spin: 31.4 kJ/mol
Charge: -1

XYZ file:
```
55
C19H25BCoN5O2SSe | OMol25 | wB97M-V/def2-TZVPD
Co 0.67096 -1.08519 0.25006
C -2.07562 -4.19955 -0.81276
C -1.19360 -2.99198 -0.72561
N -0.49482 -2.67555 0.34572
N -0.58483 -3.40410 1.50088
C -0.08075 -2.77209 2.50470
N -0.16433 -3.36108 3.76072
S 0.66006 -1.17555 2.47595
C -1.07037 -2.05837 -1.77910
C -1.79077 -2.12398 -2.99924
C -1.59608 -1.19003 -3.97233
C -0.66021 -0.14606 -3.75245
C -0.00872 -0.10598 -2.54592
N -0.19151 -1.00185 -1.56648
H -2.10229 -4.70282 0.15025
H -1.70350 -4.90229 -1.56250
H -3.09537 -3.92577 -1.09280
H -0.33875 -4.35445 3.69860
H 0.60983 -3.13249 4.36449
H -2.49273 -2.93375 -3.15042
H -2.14581 -1.24890 -4.90352
H -0.44389 0.59733 -4.50635
H 0.71178 0.67252 -2.32256
Se 2.80598 -2.04503 -0.60253
C 4.06152 -1.02456 0.37546
C 3.76487 0.20654 0.96370
C 4.74311 0.89263 1.66078
N 5.99706 0.46972 1.82163
C 6.28189 -0.70332 1.25462
C 5.37748 -1.46865 0.54340
H 2.77712 0.64620 0.87654
H 4.49632 1.84771 2.11623
H 7.30099 -1.06063 1.37658
H 5.69207 -2.41410 0.12025
C -0.67059 3.90409 -0.78785
C -0.78418 2.85797 0.30625
C -0.43871 3.45985 1.66311
O 0.20254 1.82911 0.04613
B -0.36331 0.61761 0.37625
O -1.69359 0.73082 0.69049
C -2.12005 2.05403 0.30801
C -3.14907 2.53267 1.31939
C -2.75664 1.93689 -1.07238
H 0.30505 4.38623 -0.72755
H -1.43879 4.67243 -0.67044
H -0.77326 3.45563 -1.77390
H 0.57587 3.85642 1.62012
H -0.47126 2.69684 2.44152
H -1.11821 4.26937 1.93417
H -2.75381 2.50179 2.33226
H -4.02130 1.88039 1.27470
H -3.47309 3.55182 1.09547
H -2.05151 1.53817 -1.80310
H -3.12767 2.89992 -1.42901
H -3.59553 1.24346 -1.00957
```

(4)
Formula: C19H25BrN2O2
Source: OMol25
Level of theory: wB97M-V/def2-TZVPD

Summary:
Spin multiplicity: 1
Gap between HOMO and LUMO: 6.09 eV
Charge: +2

XYZ file:
```
49
C19H25BrN2O2 | OMol25 | wB97M-V/def2-TZVPD
C -5.50424 -1.47742 3.16050
C -6.26920 -2.69918 2.37953
C -5.85862 -2.88583 0.80403
Br -7.11517 -1.80337 -0.34166
N -4.39677 -2.66163 0.48681
C -3.86170 -1.25110 0.19705
C -2.31034 -0.88604 -0.18005
C -1.21728 -2.12667 -0.26631
C 0.33269 -1.71430 -0.60366
C 1.43767 -1.64365 0.60674
C 2.98949 -1.18723 0.31786
N 3.45340 -0.80046 -1.08814
C 4.92273 -0.35105 -1.22601
C 5.21501 1.01150 -0.31043
C 4.53354 2.28357 -1.09215
C 3.67073 3.29554 -0.12829
O 3.40356 4.51578 -0.94032
C 2.34539 5.34148 -0.28745
C 1.39118 6.21271 -1.34641
O 2.19767 5.40763 1.05828
C 2.49510 -0.85936 -2.29183
C 0.89271 -1.30458 -2.12451
C -1.79436 -3.63565 0.01230
C -3.40924 -3.84076 0.39210
H -4.33406 -1.65841 3.11088
H -5.67495 -0.41946 2.63747
H -5.85253 -1.38263 4.29464
H -6.16758 -3.67136 3.03433
H -7.43107 -2.42520 2.39816
H -6.08553 -4.02685 0.53610
H -4.62674 -0.34063 0.25199
H -1.96747 0.22528 -0.35504
H 1.06725 -1.92855 1.68710
H 3.77370 -1.14367 1.20029
H 5.65790 -1.21447 -0.91364
H 5.07650 -0.00002 -2.35388
H 6.38305 1.20999 -0.28341
H 4.87698 0.88054 0.80633
H 5.34721 2.94456 -1.65021
H 3.77599 1.82803 -1.88195
H 2.67007 2.75303 0.16952
H 4.24489 3.59264 0.86186
H 0.68700 6.98591 -0.77234
H 0.75309 5.48641 -2.01161
H 2.14078 6.77530 -2.07034
H 2.86221 -0.55311 -3.36672
H 0.13606 -1.33784 -3.03982
H -1.05588 -4.56625 -0.05608
H -3.80083 -4.95321 0.57840
```

(5)
Formula: C19H25Cl2F6I2InN4O4S4
Source: OMol25
Level of theory: wB97M-V/def2-TZVPD

Summary:
Spin multiplicity: 1
Gap between HOMO and LUMO (alpha / beta): 5.17 / 5.17 eV
ΔE to the lowest compared entry with this formula, charge and spin: 955.2 kJ/mol

XYZ file:
```
67
C19H25Cl2F6I2InN4O4S4 | OMol25 | wB97M-V/def2-TZVPD
In -0.23670 -0.69910 0.86770
Cl -0.95680 1.99080 1.44060
C -0.79750 2.23490 3.14180
C -1.01910 3.50800 3.64310
C -0.92560 3.73140 5.00470
C -0.59390 2.68520 5.85100
C -0.34290 1.42930 5.33370
Cl 0.11680 0.15590 6.38960
C -0.45960 1.15390 3.96210
S -0.22270 -0.48480 3.41630
H -1.27930 4.31100 2.96980
H -1.11720 4.71390 5.40370
H -0.53550 2.83620 6.91620
I 0.33640 -3.85330 -1.55640
C -0.87610 -2.52530 -3.99270
I -0.90840 -1.42810 -2.16510
H 0.12410 -2.38960 -4.43830
H -1.56180 -1.91870 -4.60260
N -2.48620 -3.16010 1.14410
C -1.60250 -2.48970 0.86730
F -2.15210 3.41330 -1.15940
C -2.86450 2.30920 -1.31480
F -3.68940 2.22880 -0.25850
F -3.64130 2.40150 -2.39630
S -1.85860 0.73790 -1.32300
O -0.48680 1.06640 -1.09630
O -2.48860 -0.03920 -0.31090
N -2.05190 0.10710 -2.74830
S -1.06090 0.92120 -3.69370
O 0.22160 0.34510 -3.81950
O -1.21400 2.26810 -3.27070
C -1.89230 0.86440 -5.38030
F -3.05200 0.20480 -5.33950
F -2.13530 2.11770 -5.74840
F -1.11620 0.30140 -6.30020
C 5.91320 -1.47760 2.59130
C 5.34930 -0.85560 3.86390
C 4.17660 -1.63190 4.46360
C 2.92280 -1.62420 3.58370
N 2.99020 -2.64500 2.56670
C 2.85660 -2.54330 1.25450
S 2.38160 -1.05680 0.47200
N 3.24380 -3.53250 0.46620
C 3.61490 -4.85920 0.91310
C 2.37570 -5.69320 1.25470
C 2.71290 -7.08190 1.80000
C 3.28160 -8.00970 0.73360
H 6.81170 -0.94540 2.29100
H 5.20480 -1.41770 1.77000
H 6.17990 -2.51980 2.75590
H 5.02640 0.16500 3.65370
H 6.14050 -0.80380 4.61420
H 3.91450 -1.18300 5.42310
H 4.48030 -2.66410 4.65690
H 2.80800 -0.65490 3.09760
H 2.03850 -1.80480 4.20380
H 3.25940 -3.55490 2.91790
H 2.94470 -3.48850 -0.50120
H 4.29830 -4.78030 1.76460
H 4.14710 -5.32750 0.09030
H 1.77030 -5.77350 0.34450
H 1.77730 -5.15520 1.98810
H 1.79030 -7.51870 2.18270
H 3.41570 -6.99880 2.63400
H 2.60640 -8.03050 -0.11700
H 3.38540 -9.01730 1.13230
H 4.25740 -7.66880 0.39780
```

Q: Which formula does entry 2 have?
A: C19H25BBr3CaCl2FKMgN3O11